No. 1
Entry from the Open Molecules 2025 dataset: one molecule with the formula C2H2N2O3 (wB97M-V/def2-TZVPD).

Computed properties:
Maximum force in eV/A: 6.25
Frontier orbital gap in hartree: 0.3639
SMILES: O=c1o[nH]nc1O
Highest occupied orbital energy in eV: -9.9
LUMO energy in eV: 0.05
Charge: 0
Calculated total energy in eV: -11225.521
Energy above the lowest of the compared OMol25 structures with the same formula, charge and spin in eV: 3.2844

CARTESIAN COORDINATES (ANGSTROEM)
O  -1.12932  2.00996  -0.16689
C  -0.43208  1.06750  -0.01698
O  0.91269  1.21475  -0.00869
N  1.68758  -0.01447  -0.12320
N  0.74015  -0.94916  -0.26219
C  -0.44399  -0.41699  -0.13196
O  -1.61411  -0.92575  0.09042
H  2.05226  -0.03301  0.89525
H  -1.77317  -1.95284  -0.27574



No. 2
Entry from the Open Molecules 2025 dataset: C2H2N2O4 as an isolated structure (wB97M-V/def2-TZVPD).

Computed properties:
Maximum force in eV/A: 5.70
Frontier orbital gap in hartree: 0.3362
Highest occupied orbital energy in eV: -9.7
LUMO energy in eV: -0.51
Charge: 0
Calculated total energy in eV: -13269.017
Energy above the lowest of the compared OMol25 structures with the same formula, charge and spin in eV: 6.1590

CARTESIAN COORDINATES (ANGSTROEM)
C  1.06764  0.19468  -0.17513
C  -0.24116  -0.42315  -0.69537
H  3.09613  -0.29681  0.29300
H  -2.76092  0.33971  -0.25738
N  1.04381  0.92971  0.94059
N  -0.98904  0.08269  0.42640
O  2.27322  -0.52035  -0.57557
O  -0.44257  1.15123  0.98408
O  -2.46190  -0.20238  0.55886
O  -0.58522  -1.25534  -1.49948